Record 1
A molecular structure, C32H27BCl3N9O4PbS2, computed with ωB97M-V with the def2-TZVPD basis set.

Summary:
- LUMO (eV) = 0.54
- multiplicity = 1
- Kohn-Sham gap (eV) = 9.44

Each line ends with the Mulliken charge.
CARTESIAN COORDINATES (ANGSTROEM)
Pb -1.8218 -1.4675 2.0908  1.321
C 0.4222 -4.8781 4.5755  -0.975
C 0.0069 -3.5604 4.3704  -0.576
N -0.6417 -3.4471 3.2167  -0.050
N -0.6516 -4.6716 2.6552  0.392
C -0.0232 -5.5468 3.4554  -0.141
B -1.3494 -4.9508 1.3078  -0.288
N -0.7831 -3.9983 0.2127  0.194
C -0.0903 -4.3324 -0.8846  -0.412
C 0.1416 -3.1955 -1.6350  -1.034
C -0.4651 -2.1749 -0.9046  -0.292
N -1.0242 -2.6679 0.1942  0.207
N -2.8650 -4.7230 1.4191  0.235
C -3.8725 -5.5742 1.1683  -0.068
C -5.0650 -4.9019 1.3375  -1.036
C -4.6791 -3.6055 1.6976  -0.385
N -3.3578 -3.5104 1.7529  -0.188
H 0.9625 -5.2812 5.4131  0.410
H 0.1531 -2.6927 4.9943  0.444
H 0.0660 -6.5807 3.1675  0.440
H -1.1263 -6.0870 0.9850  -0.116
H 0.1797 -5.3600 -1.0602  0.480
H 0.6621 -3.1191 -2.5728  0.475
H -0.5297 -1.1164 -1.1039  0.467
H -3.6686 -6.5913 0.8788  0.445
H -6.0605 -5.2868 1.2083  0.392
H -5.2851 -2.7356 1.8963  0.443
Cl 3.8786 7.1855 -2.9121  -0.227
C 3.6340 5.6159 -2.2066  0.343
C 2.3478 5.1352 -2.0296  -1.138
C 2.1831 3.8737 -1.4838  -0.165
C 3.2687 3.0799 -1.1163  -0.366
C 2.9645 1.7002 -0.5749  0.391
C 3.1284 1.5985 0.9383  -1.440
N 2.4420 0.4053 1.4027  0.290
C 2.8837 -0.8993 1.4119  -0.643
C 1.7889 -1.6578 1.6942  -0.802
N 0.6903 -0.8382 1.8504  0.243
C 1.1308 0.3876 1.6932  -0.495
O 3.7476 0.6608 -1.1475  -0.499
C 3.1180 0.0057 -2.2511  -0.202
C 2.8632 0.9536 -3.3837  -0.119
C 1.6434 1.3047 -3.8728  0.952
Cl 0.1123 0.7040 -3.3771  -0.189
S 1.7258 2.5099 -5.0860  -0.221
C 3.4336 2.5652 -4.9621  -0.475
C 3.9009 1.6907 -4.0371  -0.797
C 4.5386 3.6119 -1.2810  1.025
Cl 5.9623 2.7371 -0.7867  -0.214
C 4.7348 4.8699 -1.8286  -0.793
H 1.4952 5.7302 -2.3240  0.464
H 1.1799 3.4760 -1.3611  0.656
H 1.9053 1.5195 -0.7958  0.412
H 2.6722 2.4612 1.4231  0.443
H 4.1818 1.5537 1.2114  0.424
H 3.9030 -1.1520 1.1831  0.484
H 1.7065 -2.7297 1.7615  0.450
H 0.5424 1.2905 1.7516  0.577
H 2.1886 -0.4713 -1.9229  -0.038
H 3.8147 -0.7747 -2.5564  0.412
H 3.9972 3.2410 -5.5841  0.473
H 4.9476 1.5755 -3.7912  0.438
H 5.7352 5.2582 -1.9536  0.464
O -1.2931 2.6916 2.0219  -0.716
S -1.7292 2.3682 0.6800  0.890
O -0.8327 2.7577 -0.3814  -0.525
N -2.1448 0.8113 0.5651  -0.048
C -3.4853 0.6419 0.5112  0.441
O -4.0274 -0.4591 0.6022  -0.714
C -4.2251 1.9437 0.3675  -0.094
C -5.5845 2.1485 0.2275  -0.488
C -6.0388 3.4589 0.1397  -0.514
C -5.1503 4.5309 0.2024  -0.525
C -3.7842 4.3226 0.3531  -0.641
C -3.3547 3.0130 0.4252  0.280
H -6.2584 1.3033 0.1862  0.504
H -7.0968 3.6543 0.0251  0.392
H -5.5297 5.5420 0.1347  0.400
H -3.0901 5.1501 0.4077  0.452

Atomic forces in eV per Å
Pb -0.2 0.0 0.0
C 0.0 0.0 0.0
C 0.0 0.1 0.0
N 0.0 0.0 -0.1
N -0.1 0.0 0.0
C 0.0 -0.1 -0.1
B 0.0 0.0 -0.2
N -0.1 0.1 0.0
C 0.0 -0.1 0.0
C 0.0 0.0 0.0
C 0.0 0.1 0.0
N 0.1 0.0 0.1
N 0.1 0.1 0.1
C 0.0 0.0 0.0
C 0.0 0.0 0.0
C 0.0 0.0 0.0
N 0.1 -0.1 -0.1
H 0.0 0.0 0.0
H 0.0 0.0 0.0
H 0.0 0.0 0.0
H 0.0 0.0 0.0
H 0.0 0.0 0.0
H 0.0 0.0 0.0
H 0.0 0.0 0.0
H 0.0 0.0 0.0
H 0.0 0.0 0.0
H 0.0 0.0 0.0
Cl 0.0 0.0 0.0
C 0.0 0.0 0.0
C 0.1 0.0 0.0
C -0.1 0.0 -0.1
C -0.1 0.0 0.0
C 0.1 -0.1 -0.1
C 0.0 -0.1 0.0
N 0.2 0.1 0.3
C -0.1 0.1 -0.2
C -0.1 0.0 -0.1
N 0.1 -0.2 0.4
C -0.2 0.0 -0.2
O -0.1 0.0 -0.1
C 0.1 0.1 0.1
C 0.1 0.0 0.0
C 0.0 0.0 0.1
Cl 0.0 0.0 0.0
S 0.0 0.1 -0.1
C 0.0 0.0 0.0
C 0.0 0.0 0.1
C 0.1 0.1 0.1
Cl 0.0 0.0 0.0
C 0.0 0.0 0.0
H 0.0 0.0 0.0
H 0.0 0.0 0.0
H 0.0 0.0 0.1
H 0.0 0.0 0.0
H 0.0 0.0 0.0
H 0.0 0.0 0.0
H 0.0 0.0 0.1
H 0.0 0.0 0.1
H 0.0 0.0 0.0
H 0.0 0.0 0.0
H 0.0 0.0 0.0
H 0.0 0.0 0.0
H 0.0 0.0 0.0
O 0.1 -0.1 -0.1
S -0.1 0.0 0.0
O 0.1 0.0 -0.1
N 0.1 -0.1 0.1
C 0.2 0.1 -0.1
O 0.0 -0.1 0.1
C 0.0 -0.1 0.0
C 0.0 0.0 0.0
C 0.0 0.0 0.0
C 0.0 0.0 0.0
C 0.0 -0.1 0.0
C -0.1 0.1 0.0
H 0.0 0.0 0.0
H 0.0 0.0 0.0
H 0.0 0.0 0.0
H 0.0 0.0 0.0

Record 2
A molecular structure, C32H27N2O3S4V, computed with ωB97M-V with the def2-TZVPD basis set.

Summary:
- LUMO (alpha / beta) (eV) = 2.27 / 2.27
- multiplicity = 2
- charge = -1
- expectation value of S² = 0.837
- Kohn-Sham gap (alpha / beta) (eV) = 5.25 / 5.20

Each line ends with the Mulliken spin population.
CARTESIAN COORDINATES (ANGSTROEM)
V 1.3444 0.9269 -0.6234  0.975
C 0.3646 2.0183 2.2177  0.011
O 1.1097 1.0110 1.5396  0.022
C 1.1252 -0.2543 2.0955  0.015
C 0.8008 -0.5369 3.4026  -0.008
C 0.9893 -1.8272 3.8937  0.018
C 1.5119 -2.8124 3.0713  -0.009
C 1.8274 -2.5333 1.7507  0.029
C 1.6043 -1.2572 1.2278  -0.026
N 1.8963 -0.8467 -0.0537  0.035
N 2.5810 -1.7090 -0.7995  0.021
C 3.3238 -1.2246 -1.7989  -0.015
C 3.5907 0.1663 -2.0081  0.015
O 2.9839 1.0959 -1.3063  -0.057
C 4.5574 0.5434 -2.9689  -0.011
C 5.1890 -0.3663 -3.7606  0.032
C 4.9116 -1.7543 -3.6334  -0.012
C 5.5300 -2.7136 -4.4623  0.009
C 5.2706 -4.0521 -4.3145  -0.009
C 4.3792 -4.4825 -3.3204  0.009
C 3.7539 -3.5681 -2.5078  -0.011
C 3.9958 -2.1899 -2.6462  0.008
H 0.8335 2.2584 3.1752  0.001
H 0.3771 2.8938 1.5750  -0.008
H -0.6650 1.6919 2.3665  0.000
H 0.4060 0.2289 4.0560  0.000
H 0.7264 -2.0500 4.9202  0.001
H 1.6919 -3.8049 3.4667  0.000
H 2.2440 -3.2813 1.0920  0.002
H 4.7542 1.6032 -3.0815  0.001
H 5.9043 -0.0372 -4.5052  0.003
H 6.2160 -2.3667 -5.2274  0.000
H 5.7495 -4.7742 -4.9649  -0.001
H 4.1820 -5.5414 -3.2010  0.001
H 3.0604 -3.8826 -1.7403  -0.002
S 0.1369 3.4867 -4.1041  -0.004
C 0.5210 2.6047 -2.7539  0.005
S 0.9362 3.2677 -1.2343  -0.001
S 0.4468 0.8428 -2.7502  -0.023
O -0.9732 0.8499 -0.0255  -0.017
S -1.9567 0.3511 -1.0381  0.001
C -3.4333 -0.2803 -0.0335  0.000
C -3.0671 -0.6629 1.3576  0.001
C -2.4527 -1.8842 1.6262  0.000
C -2.1785 -2.2663 2.9277  0.001
C -2.4976 -1.4226 3.9827  -0.001
C -3.0676 -0.1856 3.7233  0.000
C -3.3471 0.1936 2.4180  -0.001
C -2.8962 1.7855 -1.7232  0.001
C -3.5664 2.6474 -0.7030  -0.001
C -4.9564 2.7315 -0.6420  0.000
C -5.5776 3.5431 0.2965  0.000
C -4.8157 4.2707 1.1980  0.000
C -3.4306 4.1899 1.1466  0.000
C -2.8082 3.3894 0.2014  0.002
H -3.7830 -1.1407 -0.6046  0.000
H -4.1980 0.4910 -0.0304  0.000
H -2.1999 -2.5465 0.8050  0.000
H -1.6980 -3.2170 3.1176  0.000
H -2.2941 -1.7285 5.0018  0.000
H -3.2955 0.4887 4.5404  0.000
H -3.8011 1.1591 2.2195  0.000
H -3.6113 1.3136 -2.4014  0.000
H -2.1784 2.3515 -2.3151  0.000
H -5.5580 2.1674 -1.3467  0.000
H -6.6586 3.6105 0.3186  0.000
H -5.3016 4.9089 1.9259  0.000
H -2.8303 4.7686 1.8383  0.000
H -1.7292 3.3501 0.1347  -0.001

Atomic forces in eV per Å
V -0.5 0.0 1.6
C -0.1 0.2 0.1
O 0.0 0.0 0.0
C 0.2 -0.4 -0.2
C -0.1 0.1 0.2
C 0.0 -0.1 -0.1
C 0.0 0.0 0.2
C -0.1 0.2 -0.3
C -0.1 -0.3 0.9
N -0.7 0.5 -1.8
N 0.4 -0.7 0.9
C 0.1 0.9 -0.1
C 0.2 -1.5 -0.1
O 0.9 0.8 -0.4
C 0.0 0.1 -0.1
C 0.0 0.2 0.0
C -0.1 -0.1 0.2
C 0.0 0.0 0.0
C 0.1 0.1 -0.1
C -0.1 0.0 0.1
C 0.0 -0.1 0.0
C 0.1 0.1 -0.1
H 0.0 -0.1 0.0
H 0.0 0.0 -0.1
H 0.0 -0.1 0.0
H 0.0 0.0 0.0
H 0.0 0.0 0.0
H 0.0 0.0 0.0
H 0.0 0.0 0.0
H 0.0 0.0 0.0
H 0.0 0.0 0.0
H 0.0 0.0 0.0
H 0.0 0.0 0.0
H 0.0 0.0 0.0
H 0.0 0.0 0.0
S 0.0 0.1 0.0
C -0.4 -0.2 -0.6
S 0.0 0.3 0.5
S -0.1 0.1 -0.7
O 0.2 0.1 0.3
S -1.0 -0.2 0.1
C 0.5 0.1 -0.3
C 0.1 -0.1 0.2
C -0.1 0.0 -0.1
C 0.0 0.0 0.0
C 0.0 0.0 0.0
C 0.0 0.0 0.1
C 0.0 0.0 -0.1
C 0.3 -0.1 0.1
C 0.0 0.1 0.0
C 0.0 0.0 0.0
C -0.1 0.0 0.0
C 0.0 0.0 0.0
C 0.0 0.0 0.0
C 0.1 0.0 -0.1
H 0.0 0.0 0.0
H 0.0 -0.1 0.0
H 0.0 0.0 0.0
H 0.0 0.0 0.0
H 0.0 0.0 0.0
H 0.0 0.0 0.0
H 0.0 0.0 0.0
H 0.0 0.0 0.0
H 0.2 0.0 -0.1
H 0.0 0.0 0.0
H 0.0 0.0 0.0
H 0.0 0.0 0.0
H 0.0 0.0 0.0
H 0.1 0.0 0.0

Record 3
A molecular structure, C32H27N2Pt, computed with ωB97M-V with the def2-TZVPD basis set.

Summary:
- LUMO (eV) = -4.83
- multiplicity = 1
- charge = +1
- Kohn-Sham gap (eV) = 5.97

Each line ends with the Mulliken charge.
CARTESIAN COORDINATES (ANGSTROEM)
Pt -0.4102 1.5181 0.8943  1.684
C -2.8951 0.4748 1.5524  -0.240
C -2.5189 1.6685 0.8736  -0.130
C -2.0767 2.5871 1.9012  -1.047
C -2.2455 1.9423 3.1598  -0.878
C -2.7261 0.6653 2.9351  -0.423
H -3.2413 -0.4317 1.0775  0.388
H -2.9056 1.9645 -0.0924  0.706
H -1.9824 3.6585 1.7957  0.517
H -1.9900 2.3755 4.1150  0.480
H -2.9061 -0.0850 3.6887  0.509
C 4.3372 1.9075 2.0541  -0.282
C 3.4319 2.9386 2.2614  -0.888
C 2.1153 2.7523 1.8967  -0.065
N 1.6717 1.6134 1.3447  -0.010
C 2.5417 0.6121 1.1658  0.454
C 3.8781 0.7241 1.5007  -0.908
H 5.3772 2.0237 2.3266  0.429
H 3.7330 3.8760 2.7051  0.435
H 1.3797 3.5260 2.0634  0.529
H 2.1417 -0.2969 0.7470  0.061
H 4.5383 -0.1130 1.3273  0.463
C -0.2951 3.1757 -0.3579  -1.602
C -0.2694 2.5863 -1.7062  0.252
C -1.3976 2.6248 -2.5303  -0.529
C -1.3727 2.0432 -3.7813  -0.788
C -0.2153 1.3997 -4.2170  0.374
C 0.9227 1.3643 -3.4137  -0.781
C 0.8924 1.9580 -2.1691  0.195
C -0.2073 0.7290 -5.4861  -0.016
N -0.2164 0.1618 -6.4848  -0.510
H -1.1456 3.8319 -0.1854  0.629
H 0.6369 3.6763 -0.1066  0.925
H -2.2934 3.1341 -2.1956  0.471
H -2.2421 2.0772 -4.4231  0.516
H 1.8152 0.8685 -3.7684  0.487
H 1.7774 1.9396 -1.5440  0.403
C 0.0226 -5.5188 2.2386  -0.458
C -0.5072 -5.0131 1.0585  -0.894
C -0.5622 -3.6465 0.8419  -0.132
C -0.0821 -2.7628 1.8101  0.652
C 0.4270 -3.2806 3.0025  -0.466
C 0.4876 -4.6484 3.2133  -0.759
C -0.1074 -1.2913 1.6563  0.483
C -0.2481 -0.5869 0.5418  -2.671
C -0.3362 -0.9983 -0.8636  0.635
C -1.5087 -0.8062 -1.5996  0.351
C -1.6083 -1.2703 -2.9011  -0.983
C -0.5315 -1.9090 -3.5013  -0.517
C 0.6471 -2.0809 -2.7902  -1.271
C 0.7465 -1.6308 -1.4827  0.621
H 0.0628 -6.5874 2.4005  0.403
H -0.8857 -5.6882 0.3026  0.428
H -0.9895 -3.2734 -0.0758  0.563
H 0.7833 -2.6019 3.7688  0.398
H 0.8918 -5.0334 4.1398  0.398
H 0.0037 -0.7557 2.6038  0.362
H -2.3469 -0.2971 -1.1407  0.174
H -2.5275 -1.1291 -3.4555  0.449
H -0.6105 -2.2620 -4.5208  0.530
H 1.4879 -2.5836 -3.2503  0.453
H 1.6541 -1.8168 -0.9211  0.442

Atomic forces in eV per Å
Pt -0.4 -1.1 1.2
C 0.3 -0.2 0.1
C -0.2 0.3 -0.5
C -0.3 0.9 0.2
C 0.2 0.2 -0.2
C 0.0 -0.3 0.1
H 0.0 0.0 0.0
H 0.0 0.0 0.0
H -0.1 0.0 0.0
H 0.0 0.0 0.0
H 0.0 0.0 0.0
C 0.0 0.0 0.0
C 0.0 -0.1 0.0
C 0.0 0.1 0.1
N -0.2 -0.1 0.0
C 0.1 0.0 -0.1
C 0.0 0.0 0.0
H 0.0 0.0 0.0
H 0.0 0.0 0.0
H 0.0 0.0 0.0
H 0.0 0.0 0.0
H 0.0 0.0 0.0
C 0.2 -0.2 -0.2
C 0.0 0.0 -0.2
C 0.1 0.0 0.1
C 0.1 0.0 0.0
C 0.0 0.0 0.0
C -0.1 0.0 0.0
C -0.1 0.1 0.0
C 0.0 0.0 -0.1
N 0.0 0.0 0.0
H 0.0 -0.1 0.0
H 0.0 0.0 0.1
H 0.0 0.0 0.0
H 0.0 0.0 0.0
H 0.0 0.0 0.0
H 0.0 0.0 0.0
C 0.0 0.0 0.0
C 0.0 0.0 0.0
C 0.0 0.0 0.1
C 0.0 0.0 0.0
C 0.0 0.0 -0.1
C 0.0 0.0 0.0
C 0.1 0.1 0.2
C 0.2 0.7 -0.8
C -0.1 -0.2 0.1
C 0.1 0.0 0.0
C 0.0 0.0 0.0
C 0.0 0.0 0.0
C 0.0 0.0 0.1
C 0.0 0.0 0.0
H 0.0 0.0 0.0
H 0.0 0.0 0.0
H 0.0 0.0 0.0
H 0.0 0.0 0.0
H 0.0 0.0 0.0
H 0.0 -0.1 -0.1
H 0.0 0.0 0.0
H 0.0 0.0 0.0
H 0.0 0.0 0.0
H 0.0 0.0 0.0
H 0.0 0.0 0.0

Record 4
A molecular structure, C32H27N4O6PPtS, computed with ωB97M-V with the def2-TZVPD basis set.

Summary:
- LUMO (eV) = -7.24
- multiplicity = 1
- charge = +2
- Kohn-Sham gap (eV) = 7.83

Each line ends with the Mulliken charge.
CARTESIAN COORDINATES (ANGSTROEM)
Pt -0.0852 -1.1378 -0.1401  1.009
O -4.1341 -1.3243 0.0624  -0.569
C -2.9884 -1.1757 -0.2389  -0.022
N -1.8838 -1.4201 0.5802  0.365
C -1.9374 -2.1682 1.7658  -0.197
O -2.9333 -2.5957 2.2619  -0.526
C -0.5836 -2.3098 2.3998  0.799
C -0.4206 -3.0748 3.5304  -0.752
C 0.8185 -3.0766 4.1544  -0.557
C 1.8209 -2.2627 3.6480  -1.008
C 1.5888 -1.5342 2.4993  -0.035
N 0.4113 -1.5779 1.8627  0.485
C -2.5430 -0.7156 -1.5880  0.641
C -3.4573 -0.4046 -2.5642  -0.639
C -2.9921 -0.0778 -3.8320  -0.772
C -1.6285 -0.0947 -4.0661  -1.129
C -0.7619 -0.4081 -3.0349  -0.189
N -1.2189 -0.6909 -1.8145  1.162
H -1.2712 -3.6323 3.8990  0.623
H 0.9934 -3.6810 5.0341  0.491
H 2.7869 -2.1937 4.1273  0.515
H 2.3448 -0.8781 2.0972  0.274
H -4.5081 -0.4576 -2.3134  0.645
H -3.6844 0.1651 -4.6267  0.517
H -1.2208 0.1159 -5.0445  0.559
H 0.3038 -0.4835 -3.1848  0.621
O 2.4548 -2.7049 -0.2421  -0.518
N 2.1133 -1.3906 -0.3124  0.416
C 3.1128 -0.6284 -0.4979  -1.313
C 3.1041 0.8245 -0.3467  0.944
C 4.3448 1.4409 -0.5122  -1.052
C 4.4947 2.8099 -0.3715  -0.898
C 3.3915 3.5907 -0.0678  -0.780
C 2.1492 2.9964 0.0889  -0.467
C 1.9881 1.6117 -0.0290  0.679
P 0.2634 1.1206 0.1896  1.735
C -0.5860 2.1671 -0.9996  0.909
C -1.8028 2.7717 -0.6834  -0.595
C -2.3964 3.6372 -1.5909  -0.906
C -1.7778 3.9063 -2.8031  -0.698
C -0.5614 3.3096 -3.1187  -0.848
C 0.0336 2.4400 -2.2244  -0.709
C -0.2823 1.4900 1.8618  1.244
C 0.6037 2.0660 2.7742  -1.075
C 0.1785 2.3565 4.0625  -0.901
C -1.1243 2.0772 4.4452  -0.814
C -2.0105 1.5024 3.5408  -1.086
C -1.5937 1.2034 2.2562  -0.387
H 1.5925 -3.1995 -0.2693  0.546
H 4.0693 -1.1144 -0.6667  0.467
H 5.2036 0.8288 -0.7568  0.486
H 5.4673 3.2634 -0.5047  0.457
H 3.4865 4.6630 0.0363  0.495
H 1.2970 3.6286 0.3051  0.626
H -2.2814 2.5946 0.2697  0.465
H -3.3331 4.1158 -1.3397  0.515
H -2.2359 4.5967 -3.4991  0.471
H -0.0737 3.5331 -4.0581  0.508
H 0.9929 1.9998 -2.4698  0.461
H 1.6261 2.2819 2.4956  0.407
H 0.8691 2.8022 4.7654  0.487
H -1.4539 2.3062 5.4497  0.449
H -3.0280 1.2838 3.8360  0.521
H -2.2976 0.7520 1.5726  0.445
C 0.5224 -5.3113 -2.1141  -1.117
S -0.2250 -3.7177 -1.9631  1.058
O 0.6386 -2.7923 -2.6917  -0.667
O -1.5959 -3.7803 -2.3699  -0.631
O -0.1231 -3.3807 -0.4454  -0.782
H 0.1018 -5.7408 -3.0199  0.420
H 0.2703 -5.9361 -1.2589  0.336
H 1.5971 -5.1802 -2.1972  0.384

Atomic forces in eV per Å
Pt 1.2 -0.7 1.3
O 0.0 0.1 0.1
C 0.0 -0.2 0.0
N -0.4 0.3 -0.2
C 0.0 0.1 -0.2
O 0.0 -0.1 0.1
C -0.2 0.2 0.0
C 0.0 0.1 0.1
C 0.0 0.0 0.0
C 0.0 0.0 0.0
C 0.0 0.2 0.0
N 0.0 -0.7 -0.3
C -0.1 0.0 0.0
C 0.0 0.0 -0.1
C 0.0 0.0 0.1
C 0.1 0.0 0.0
C 0.1 -0.1 -0.1
N 0.5 -0.2 -0.2
H 0.0 0.0 0.0
H 0.0 0.0 0.0
H 0.0 0.0 0.0
H 0.1 -0.1 -0.1
H 0.0 0.0 0.0
H 0.0 0.0 0.0
H 0.0 0.0 0.0
H 0.0 0.0 0.0
O -0.2 -0.2 0.1
N -0.8 0.0 -1.1
C 0.0 0.2 0.3
C -0.1 -0.1 -0.2
C 0.0 0.0 0.0
C 0.0 0.0 0.0
C 0.0 0.0 0.0
C 0.1 0.0 0.0
C 0.0 0.1 0.0
P -0.5 0.0 0.1
C -0.1 0.0 0.1
C 0.0 -0.1 0.0
C 0.0 0.0 0.0
C 0.0 0.0 0.0
C 0.0 0.0 0.0
C 0.0 0.0 0.0
C 0.2 0.1 0.0
C 0.0 -0.1 0.0
C 0.0 0.0 0.0
C 0.0 0.0 0.0
C 0.0 0.0 0.0
C 0.0 0.1 0.0
H 0.1 0.1 -0.1
H 0.0 0.0 0.1
H 0.0 0.0 0.0
H 0.0 0.0 0.0
H 0.0 0.0 0.0
H 0.0 0.0 0.0
H 0.0 0.0 0.0
H 0.0 0.0 0.0
H 0.0 0.0 0.0
H 0.0 0.0 0.0
H 0.0 0.0 0.0
H 0.0 0.0 0.0
H 0.0 0.0 0.0
H 0.0 0.0 0.0
H 0.0 0.0 0.0
H 0.0 0.0 0.0
C -0.2 -0.1 0.3
S 0.4 0.1 -0.8
O -0.3 -0.2 0.5
O -0.1 0.2 0.2
O 0.3 0.9 0.0
H 0.1 0.0 -0.1
H -0.1 0.0 0.0
H 0.0 0.0 0.0

We obtain strongest force on any atom values of 0.401, 2.019, 1.689, 1.938 eV Å⁻¹ for the records listed above, in that order.
We obtain ΔE to the lowest compared entry with this formula, charge and spin values of 0.0, 25.4, 26.5, 3.2 kcal/mol for the records listed above, in that order.